Entry 1:
DFT (ωB97M-V/def2-TZVPD) results for a molecular structure, C38H32BrN9O8SV at a distorted geometry.

Results
HOMO level (alpha / beta) = -10.307 / -10.643 eV
orbital gap (alpha / beta) = 6.93 / 7.26 eV
total charge = +1
2S+1 = 3
<S²> = 2.011
ΔE to the lowest compared entry with this formula, charge and spin = 0.000 eV

Structure (XYZ):
```
90
Properties=species:S:1:pos:R:3:forces:R:3
V -0.51857 0.46944 -0.24065 0.67 0.22 1.23
Br -4.53793 1.51900 -6.48954 -0.02 0.01 -0.03
C -3.34496 1.20159 -5.06294 -0.02 0.00 0.06
C -2.02492 0.82368 -5.34089 0.08 -0.03 -0.01
C -1.12829 0.57531 -4.32483 -0.17 0.01 -0.12
C -1.55199 0.71119 -2.99930 0.14 -0.05 0.44
O -0.72856 0.48201 -2.00313 -0.16 -0.03 -2.10
C -2.87045 1.10851 -2.71129 -0.14 0.02 0.12
C -3.30172 1.32350 -1.35464 0.00 -0.03 -0.20
N -2.56032 1.21761 -0.30297 -0.17 0.04 0.44
C -3.08093 1.58775 0.97618 0.10 -0.11 -0.23
C -4.24004 2.26937 1.23213 -0.06 0.03 0.08
C -4.63673 2.51617 2.56482 0.01 0.00 -0.07
C -3.89048 2.06809 3.61733 0.02 -0.01 0.03
C -2.68004 1.37566 3.38208 -0.01 0.02 0.08
C -1.86158 0.83233 4.40416 -0.04 0.06 -0.01
C -0.71869 0.17087 4.07229 0.08 0.01 -0.06
C -0.34751 0.07895 2.71602 0.15 0.12 0.05
N -1.08351 0.57453 1.75077 -0.19 0.13 0.43
C -2.26248 1.18941 2.05870 0.00 -0.17 -0.05
C -3.76991 1.34222 -3.76720 0.00 -0.02 -0.05
H -1.71056 0.72392 -6.37129 -0.01 -0.01 0.00
H -0.10980 0.26775 -4.52432 0.01 0.01 0.01
H -4.34192 1.62738 -1.24049 0.00 0.01 -0.02
H -4.86988 2.62986 0.43022 0.00 0.01 0.01
H -5.55444 3.05904 2.74461 0.00 0.00 0.00
H -4.21136 2.24141 4.63639 0.00 -0.01 0.00
H -2.15809 0.94721 5.43943 -0.01 0.01 -0.01
H -0.06976 -0.25505 4.82349 0.00 0.00 0.00
H 0.58347 -0.38714 2.41851 0.03 -0.05 0.02
H -4.79012 1.63567 -3.55322 0.00 0.01 0.00
N -0.31084 3.04622 -1.04010 0.20 -0.21 0.08
N 0.08063 4.30831 -0.58463 -0.12 0.10 0.10
C 0.76518 4.49172 0.58182 -0.10 -0.03 -0.08
N 1.23633 5.73096 0.75710 0.03 -0.10 0.12
N 0.83479 3.44515 1.38219 0.10 0.08 0.17
N 1.60260 3.55083 2.52005 0.27 -0.26 -0.10
O 2.31032 4.53346 2.76025 -0.22 0.02 -0.09
O 1.59125 2.57012 3.23593 -0.23 0.07 -0.06
H 0.34019 2.72330 -1.75078 -0.04 -0.02 -0.07
H -1.23104 3.13055 -1.45366 -0.02 -0.04 -0.02
H 0.11671 5.05279 -1.26149 0.06 -0.01 -0.05
H 1.07337 6.44910 0.07557 0.03 0.02 -0.01
H 1.80653 5.89687 1.57216 0.00 0.02 0.03
O 3.72094 -2.14916 -2.59979 -0.09 -0.01 0.13
S 3.27247 -0.77793 -2.73506 0.07 -0.13 -0.04
O 3.00026 -0.29522 -4.05644 0.00 -0.01 0.01
N 1.99313 -0.55135 -1.75808 -0.11 -0.01 0.09
C 2.26722 0.28880 -0.79495 0.01 0.12 -0.09
O 1.43211 0.67627 0.09142 -0.08 -0.07 -0.12
C 3.65386 0.84595 -0.81726 -0.02 -0.10 0.16
C 4.23363 1.75120 0.05154 0.03 -0.01 0.02
C 5.55797 2.10844 -0.17932 -0.01 0.00 -0.01
C 6.27009 1.56708 -1.24682 0.02 0.00 0.01
C 5.68294 0.65496 -2.11906 -0.04 0.02 0.01
C 4.36860 0.31635 -1.87573 0.09 0.02 0.03
H 3.66985 2.14923 0.88599 0.01 0.01 -0.01
H 6.04515 2.81444 0.48010 0.00 -0.01 0.00
H 7.30108 1.85747 -1.39971 -0.01 0.01 0.00
H 6.23358 0.23324 -2.94874 0.00 0.00 0.00
C -0.94735 -4.99224 2.17347 -0.02 0.03 -0.01
O -0.06631 -4.39833 1.22905 0.03 -0.06 0.00
C 0.95554 -3.64934 1.68207 0.00 -0.03 0.00
C 1.21103 -3.41407 3.02981 -0.01 0.06 0.00
C 2.33579 -2.70045 3.41724 -0.04 0.04 0.01
C 3.23056 -2.22600 2.47111 0.02 0.01 -0.03
C 2.98056 -2.45750 1.12997 -0.09 0.08 -0.02
C 1.83410 -3.12698 0.72345 -0.06 0.09 -0.13
N 1.69337 -3.37029 -0.66960 0.18 -0.04 0.14
C 0.67317 -3.62503 -1.43837 -0.04 0.07 -0.11
C -0.72125 -3.44272 -1.21273 -0.01 -0.15 -0.10
C -1.62026 -4.30086 -1.87194 0.00 -0.03 0.04
C -2.97569 -4.17162 -1.69673 0.00 0.05 0.04
C -3.45340 -3.13481 -0.88210 -0.01 -0.03 -0.03
C -2.59814 -2.23648 -0.28407 0.01 -0.02 0.04
C -1.20395 -2.35250 -0.44721 0.15 0.13 -0.32
O -0.35141 -1.46563 -0.01510 -0.37 0.13 0.41
H -1.64303 -5.58872 1.59097 -0.01 0.01 0.00
H -1.49701 -4.22605 2.72490 0.01 -0.01 0.01
H -0.40374 -5.63445 2.86825 0.00 -0.01 -0.01
H 0.53927 -3.80566 3.77935 0.01 0.01 0.01
H 2.51910 -2.53213 4.47048 0.01 -0.02 0.00
H 4.12284 -1.69407 2.76961 -0.01 0.00 0.01
H 3.68223 -2.11968 0.37862 0.03 0.06 -0.09
H 2.57707 -3.28555 -1.17357 0.04 -0.14 -0.06
H 0.96928 -3.99671 -2.41568 0.01 0.07 -0.02
H -1.22441 -5.09614 -2.49319 0.00 0.02 -0.02
H -3.66247 -4.85016 -2.18162 0.00 0.00 0.00
H -4.52122 -3.02536 -0.73467 0.01 0.00 0.00
H -2.98111 -1.42689 0.32529 0.00 0.01 0.01
```
Forces are in eV/Å.

***

Entry 2:
DFT (ωB97M-V/def2-TZVPD) results for a molecular structure, C38H32Cl3N6O2P2S2Ti.

Results
HOMO level = -9.726 eV
orbital gap = 6.20 eV
total charge = +1
2S+1 = 1
ΔE to the lowest compared entry with this formula, charge and spin = 0.000 eV

Structure (XYZ):
```
86
Properties=species:S:1:pos:R:3:forces:R:3
Ti 0.20411 0.02987 -0.31942 -0.12 0.06 -0.68
C -3.00493 1.89258 2.10466 0.04 0.17 -0.08
C -2.18806 1.20484 1.06348 -0.09 -0.11 0.11
N -0.88918 1.11136 1.11939 0.14 -0.18 0.18
N -0.20519 1.50568 2.17389 -0.15 0.04 0.07
C 1.16050 1.59640 1.88484 0.20 0.03 0.07
N 1.83013 2.41579 2.78569 -0.05 0.00 0.00
S 1.56871 1.91529 0.16244 -0.05 -0.07 -0.05
C -2.77481 0.59378 -0.11182 0.01 -0.06 -0.05
C -4.11579 0.74437 -0.46284 -0.02 -0.01 0.02
C -4.57480 0.17640 -1.63301 -0.02 0.01 0.01
C -3.69069 -0.51668 -2.45246 0.04 -0.02 -0.01
C -2.37791 -0.62452 -2.04955 -0.01 -0.02 0.02
N -1.93355 -0.12174 -0.89063 0.17 0.16 0.09
H -2.43003 1.98588 3.02213 -0.01 0.00 0.01
H -3.27211 2.90159 1.77734 0.00 0.01 -0.01
H -3.92306 1.34252 2.30769 0.02 0.05 -0.02
H 1.42851 2.38801 3.71341 0.00 0.01 0.00
H 2.83624 2.30140 2.78417 0.00 -0.01 -0.01
H -4.77464 1.31932 0.17076 0.00 0.00 0.01
H -5.61210 0.28847 -1.91935 0.00 0.00 0.00
H -4.00424 -0.95229 -3.38959 0.00 0.00 0.00
H -1.64421 -1.12168 -2.67098 -0.01 0.01 -0.01
N -0.99743 -3.19276 0.03155 0.02 0.18 -0.03
P -0.82069 -2.19633 1.45272 -0.16 -0.01 -0.10
C -0.02428 -3.32171 2.63712 0.01 0.01 0.05
C 0.28633 -4.63704 2.31023 -0.01 0.02 -0.04
C 0.90183 -5.45547 3.24665 0.01 0.00 0.02
C 1.20076 -4.96874 4.50993 0.00 -0.02 -0.01
C 0.88137 -3.65907 4.84372 0.00 0.02 -0.01
C 0.27752 -2.83537 3.90906 0.00 0.01 -0.01
C -2.50035 -2.04115 2.11086 0.02 0.04 0.01
C -2.69704 -1.06260 3.08295 0.01 -0.02 -0.01
C -3.93472 -0.92869 3.69325 -0.01 -0.06 0.03
C -4.98598 -1.75480 3.32123 0.02 0.00 0.00
C -4.79658 -2.72177 2.34323 0.00 0.01 -0.01
C -3.55456 -2.87250 1.74458 -0.03 -0.05 0.00
P 0.17505 -2.50182 -1.02578 0.07 0.13 0.06
C -0.10401 -3.28494 -2.62002 -0.04 0.00 0.02
C -0.89566 -4.42437 -2.75292 0.01 -0.02 0.01
C -1.10570 -4.97279 -4.00973 0.01 0.00 -0.01
C -0.52663 -4.39002 -5.12852 0.01 0.00 0.02
C 0.26559 -3.25676 -4.99639 0.00 -0.01 -0.01
C 0.47327 -2.69765 -3.74599 0.01 0.03 -0.01
C 1.71686 -3.12879 -0.35422 0.00 -0.01 -0.05
C 2.14468 -4.44420 -0.52596 0.02 0.02 -0.02
C 3.31810 -4.87138 0.06494 -0.01 0.01 -0.01
C 4.06934 -3.98028 0.82462 -0.01 0.00 -0.01
C 3.66193 -2.66718 0.98994 0.02 0.04 0.03
C 2.47672 -2.24108 0.40001 0.02 -0.11 0.00
H -1.93572 -3.13426 -0.35750 -0.01 -0.08 0.02
H 0.04456 -5.01869 1.32774 -0.01 -0.01 0.02
H 1.14441 -6.47778 2.98781 0.00 -0.01 0.00
H 1.68078 -5.60952 5.23754 0.00 0.00 0.00
H 1.10995 -3.27788 5.82984 0.00 0.00 0.00
H 0.04284 -1.81082 4.17323 0.00 0.00 0.00
H -1.88583 -0.39151 3.35114 0.01 -0.04 0.02
H -4.07887 -0.17270 4.45397 -0.01 0.00 0.01
H -5.95182 -1.64910 3.79675 -0.01 0.00 0.00
H -5.61286 -3.37113 2.05635 0.00 0.00 0.00
H -3.41964 -3.66497 1.01797 0.03 0.00 -0.01
H -1.33440 -4.89137 -1.87990 -0.01 0.01 0.00
H -1.71801 -5.85840 -4.11386 0.00 0.00 0.00
H -0.69254 -4.82040 -6.10696 0.00 0.00 0.00
H 0.71734 -2.80446 -5.86890 0.00 0.00 0.00
H 1.08350 -1.80741 -3.64234 -0.02 -0.02 0.00
H 1.55307 -5.12320 -1.12861 0.01 -0.01 0.00
H 3.65494 -5.89018 -0.06854 0.00 -0.01 0.00
H 4.99128 -4.30891 1.28526 0.00 0.00 0.00
H 4.25299 -1.97290 1.57249 0.00 0.00 0.00
H 2.75400 -0.24471 0.12207 -0.05 0.02 -0.01
Cl 3.39338 4.29580 -5.39558 0.01 0.02 -0.01
C 2.52672 3.17661 -4.40602 0.01 0.00 -0.02
C 3.15268 2.01366 -3.99086 0.03 -0.02 0.01
C 2.44747 1.12554 -3.20124 -0.14 -0.02 0.05
Cl 3.20519 -0.33242 -2.64394 0.07 0.00 0.00
C 1.12686 1.36905 -2.82577 0.01 0.17 -0.08
O 0.44338 0.50817 -2.06324 0.08 -0.32 0.23
C 0.53329 2.55755 -3.25617 0.02 -0.15 0.08
Cl -1.08869 2.87802 -2.75721 -0.04 0.05 -0.03
C 1.22085 3.46168 -4.04194 -0.04 0.03 0.00
H 4.17420 1.80299 -4.27152 0.00 0.01 0.00
H 0.74467 4.37724 -4.36111 0.01 0.00 -0.01
O 3.43251 0.04146 2.59428 0.10 0.02 0.04
S 2.03056 -0.28656 2.26599 -0.09 -0.05 0.00
N 2.04267 -0.85922 0.53519 -0.05 0.13 0.08
```
Forces are in eV/Å.

***

Question: The highest 2S+1 belongs to which entry?
Answer: C38H32BrN9O8SV

***

Question: total charge of number 1 (C38H32BrN9O8SV)?
Answer: +1